DFT (the ωB97M-V functional and the def2-TZVPD basis) results for a molecular structure, C24H39AsF6GaN9O2P2 in a non-equilibrium geometry.

The geometry in XYZ format:
```
84
Properties=species:S:1:pos:R:3:forces:R:3:lowdin_spin:R:1
Ga 1.494 1.064 -0.796 -0.13 0.73 0.16 0.008
C -1.295 -0.396 -2.239 -0.04 -0.04 0.13 0.030
P -0.954 0.852 -0.960 -0.16 -0.18 0.11 0.006
C -1.517 0.093 0.642 -0.08 0.11 0.01 0.005
N -2.216 0.889 1.408 0.09 -0.15 0.21 -0.002
C -2.582 0.472 2.649 -0.05 0.33 -0.30 0.002
C -3.379 1.310 3.458 0.03 -0.02 0.03 0.000
C -3.700 0.895 4.718 -0.02 -0.07 0.13 0.003
C -3.239 -0.352 5.225 -0.08 0.12 0.04 -0.001
C -2.469 -1.179 4.462 0.01 0.06 -0.13 0.003
C -2.141 -0.774 3.146 0.07 -0.35 0.19 0.006
N -1.405 -1.587 2.352 -0.03 0.06 0.20 0.035
C -1.127 -1.194 1.141 0.05 0.29 -0.71 0.058
P -0.285 -2.536 0.222 -0.60 -0.62 0.51 0.558
C 0.995 -3.095 1.353 0.32 0.01 -0.14 0.077
C -1.521 -3.988 -0.184 0.83 0.84 -0.37 0.084
C -0.871 -4.837 -1.275 -0.03 -0.01 0.05 0.004
C -1.655 -4.737 1.135 -0.24 -0.11 0.08 0.040
C -2.811 -3.340 -0.655 -0.18 -0.11 0.08 0.004
C -1.943 2.425 -1.458 -0.02 -0.36 0.09 0.000
C -3.341 2.436 -0.834 -0.04 0.03 -0.15 0.000
C -1.175 3.686 -1.075 -0.20 0.06 0.11 0.000
C -2.075 2.345 -2.986 0.06 0.15 -0.01 0.001
H -2.365 -0.606 -2.259 0.00 0.04 -0.01 0.000
H -0.744 -1.321 -2.060 0.01 0.01 0.03 0.025
H -0.977 -0.018 -3.205 0.00 0.01 0.01 0.002
H -3.727 2.255 3.064 0.02 -0.01 -0.02 0.000
H -4.319 1.521 5.348 0.01 -0.03 0.00 0.000
H -3.514 -0.647 6.229 0.00 0.03 -0.02 0.000
H -2.117 -2.134 4.828 -0.01 0.01 -0.03 0.000
H 0.508 -3.258 2.318 0.05 -0.03 0.00 0.020
H 1.768 -2.329 1.472 -0.11 -0.04 -0.01 0.004
H 1.454 -4.018 0.995 -0.06 0.00 0.04 0.000
H 0.137 -5.163 -1.006 -0.03 0.00 0.00 0.001
H -0.839 -4.319 -2.234 0.00 0.00 0.03 0.001
H -1.471 -5.740 -1.405 -0.02 0.01 0.00 0.000
H -0.788 -5.358 1.356 -0.02 0.02 -0.02 0.001
H -2.519 -5.395 0.986 0.09 -0.08 0.11 0.013
H -1.878 -4.094 1.987 -0.03 -0.02 -0.08 0.002
H -2.662 -2.670 -1.501 0.01 -0.09 0.01 0.001
H -3.327 -2.807 0.146 0.02 -0.02 -0.02 0.000
H -3.466 -4.145 -0.996 -0.06 0.05 0.03 0.002
H -3.321 2.608 0.235 0.00 0.03 -0.02 0.000
H -3.903 1.522 -1.035 0.01 0.00 -0.02 0.000
H -3.879 3.263 -1.307 -0.02 -0.07 0.00 0.000
H -1.223 3.894 -0.004 0.05 -0.05 -0.01 0.000
H -1.658 4.527 -1.578 -0.01 0.00 0.07 0.000
H -0.145 3.678 -1.410 0.12 0.02 -0.09 0.000
H -2.704 1.520 -3.315 0.01 0.02 0.01 0.000
H -1.115 2.306 -3.497 -0.04 -0.02 0.02 0.000
H -2.567 3.268 -3.300 0.01 -0.03 0.00 0.000
N 3.329 -0.995 -1.321 -0.01 0.21 -0.25 0.003
N 4.520 -0.290 -1.609 0.04 0.16 -0.12 0.001
C 4.540 1.063 -1.604 0.09 -0.21 0.08 0.000
N 5.602 1.714 -2.004 -0.05 0.07 -0.22 0.000
N 3.445 1.631 -1.055 0.14 -0.03 -0.23 0.000
N 3.173 2.962 -1.202 -0.59 -0.62 0.33 0.000
O 3.928 3.797 -1.549 0.23 0.30 -0.03 0.000
O 1.959 3.142 -0.890 0.13 0.06 -0.26 0.000
H 3.595 -1.803 -0.766 -0.12 0.00 -0.02 0.000
H 2.912 -1.298 -2.200 0.00 -0.03 -0.02 0.001
H 5.234 -0.774 -2.140 0.03 0.02 0.01 0.000
H 6.365 1.246 -2.473 0.00 -0.02 0.01 0.000
H 5.582 2.726 -2.038 0.06 -0.04 0.03 0.000
F 1.459 0.602 -2.599 0.11 -0.13 -0.20 0.001
As 1.754 1.283 -4.667 0.19 -0.06 -0.31 0.000
F 2.334 -0.309 -4.733 0.20 -0.39 -0.09 0.000
F 3.287 1.748 -4.051 0.36 0.07 0.30 0.000
F 2.014 1.793 -6.234 -0.06 -0.08 0.13 0.000
F 1.123 2.694 -3.975 -0.17 0.42 0.18 0.000
F 0.175 0.686 -4.848 -0.25 -0.06 -0.07 0.000
N 3.486 -0.273 1.568 -0.33 0.03 0.13 0.000
C 2.479 0.507 2.076 0.01 -0.10 -0.11 0.000
C 2.293 0.590 3.459 -0.02 0.05 0.11 0.000
C 1.298 1.388 3.962 -0.02 -0.03 0.11 0.000
C 0.474 2.110 3.090 0.03 0.03 0.07 0.000
C 0.667 1.947 1.753 0.21 -0.01 -0.09 0.000
N 1.637 1.142 1.227 0.07 -0.28 0.24 0.000
H 4.199 -0.562 2.221 0.01 0.06 0.06 0.000
H 3.832 -0.030 0.661 0.11 0.08 -0.05 0.000
H 2.957 0.040 4.114 -0.01 0.05 -0.02 0.000
H 1.160 1.466 5.034 0.02 0.02 -0.02 0.000
H -0.292 2.780 3.454 0.01 -0.03 -0.02 0.000
H 0.055 2.484 1.039 0.02 -0.01 -0.01 0.000
```
Forces are in eV/Å.

Charge: +3
Molecular weight (Da): 806.22
Kohn-Sham gap (alpha / beta) (eV): 8.0 / 5.6
Multiplicity: 2